[1]
This record from OMol25 describes C24H47N4O13V as an isolated structure. The level of theory is ωB97M-V/def2-TZVPD.

The geometry in XYZ format:
```
89
Properties=species:S:1:pos:R:3:mulliken_charge:R:1
O 7.77487 15.68032 7.79367 -0.59
V 7.45182 14.09167 8.05926 1.54
O 6.58975 13.71846 6.78044 -0.08
C 10.28031 15.12213 10.12067 -0.91
C 9.28560 14.13124 10.70681 -0.62
O 8.64375 13.35429 9.74307 0.24
H 10.89704 15.49333 10.94762 0.46
H 9.82841 16.00800 9.67230 0.14
H 10.94272 14.65603 9.39096 0.17
H 8.54496 14.57933 11.38455 0.32
H 9.88842 13.53114 11.40967 0.24
C 10.95950 17.07162 7.14826 -0.39
O 10.77140 18.34091 6.52929 -0.39
C 10.78853 18.27164 5.11320 -0.78
C 9.63946 17.48118 4.53296 0.11
O 8.38334 18.14994 4.47969 -0.36
C 8.16871 19.00399 5.58162 -0.66
H 11.19197 17.19699 8.20572 0.27
H 11.80499 16.50980 6.74049 0.35
H 9.99814 16.55457 7.09730 -0.02
H 11.75852 17.91135 4.74947 0.41
H 10.79030 19.30281 4.75312 0.39
H 9.59848 16.49978 5.01853 -0.09
H 9.80696 17.21499 3.48488 0.36
H 8.88065 19.82678 5.66798 0.35
H 8.05185 18.51344 6.55207 0.17
H 7.20131 19.48131 5.40874 0.30
C 4.73719 14.86293 10.21079 0.13
O 5.54405 14.89774 9.29634 -1.24
N 3.49189 15.36654 10.11113 0.16
C 3.02367 16.02578 8.93739 -0.93
C 2.57724 15.25395 11.23890 -0.95
H 4.94866 14.43436 11.19923 0.33
H 3.77676 16.39287 8.24656 0.24
H 2.29151 16.78900 9.21666 0.37
H 2.39005 15.39038 8.29647 0.32
H 2.25242 16.23182 11.58790 0.31
H 1.72292 14.67668 10.86587 0.38
H 2.95172 14.62330 12.04133 0.30
C 5.05203 15.78943 2.74506 0.05
O 5.54600 14.68184 2.73180 -0.57
N 4.77716 16.51059 3.85958 0.27
C 5.00307 15.95073 5.17747 -0.59
C 4.32122 17.87604 3.75596 -0.91
H 4.81318 16.34969 1.82606 0.26
H 5.56030 16.68302 5.76381 0.26
H 5.44775 14.96451 5.15217 0.01
H 4.01943 15.82587 5.65254 0.30
H 3.95410 18.13299 2.76299 0.34
H 3.52333 18.11825 4.45965 0.30
H 5.15624 18.55020 3.95397 0.26
C 8.01943 8.97527 5.47884 0.30
O 8.15706 7.76965 5.40976 -0.66
N 7.03927 9.74046 4.98700 0.21
C 7.01512 11.18124 5.24917 -0.51
C 5.88661 9.20010 4.30587 -1.01
H 8.65867 9.58666 6.13128 0.17
H 7.75544 11.48212 5.98540 -0.54
H 6.01020 11.49413 5.51483 0.43
H 7.32200 11.69541 4.33304 0.45
H 5.43553 9.96818 3.68269 0.39
H 6.17382 8.33027 3.71460 0.35
H 5.14277 8.82386 5.01756 0.29
C 10.25444 12.95778 6.42008 -0.08
O 9.28510 13.52675 6.90353 -0.12
N 10.76983 11.84584 6.94246 0.28
C 11.91929 11.19353 6.28428 -0.97
C 10.29413 11.19424 8.14905 -0.87
H 10.86874 13.37574 5.62150 0.28
H 12.32342 11.78329 5.46553 0.33
H 11.50412 10.25373 5.92092 0.31
H 12.72125 11.06224 7.00853 0.32
H 10.97839 11.47241 8.94931 0.40
H 9.33864 11.60815 8.47103 -0.18
H 10.07935 10.13957 8.00423 0.48
C 5.90279 9.46190 8.54307 -1.25
C 5.82787 8.27170 9.15410 0.56
C 6.55788 7.96603 10.45044 0.66
O 6.32171 6.90809 10.98911 -0.62
C 7.49022 8.98806 10.84648 -0.76
C 7.56307 10.19113 10.26531 0.57
C 6.73333 10.53307 9.06357 0.43
O 6.67268 11.66652 8.63549 -0.34
O 8.32967 11.17326 10.74760 -0.55
O 5.05635 7.30443 8.67234 -0.58
H 5.36349 9.67639 7.62964 0.47
H 8.17805 8.83888 11.67216 0.47
H 8.26270 12.02025 10.20537 0.20
H 5.00045 6.57397 9.31079 0.36
```

For the HOMO energy, the calculation gives -8.822 eV. The value obtained for the HOMO-LUMO gap is 7.55 eV. The energy comes out at -3083.78363 a.u.

[2]
This record from OMol25 describes C24H48AlB2N6 as an isolated structure. The level of theory is ωB97M-V/def2-TZVPD.

The geometry in XYZ format:
```
81
Properties=species:S:1:pos:R:3:mulliken_charge:R:1
Al 8.73596 -20.15471 -8.16714 0.99
B 11.34150 -24.32373 -7.33777 -0.16
H 12.08829 -23.73605 -7.84881 -0.03
H 10.44211 -24.43570 -7.92328 -0.03
H 11.58831 -25.34866 -7.10785 0.03
H 11.09577 -23.86537 -6.39238 -0.02
B 12.02702 -18.50408 -11.17497 -0.01
H 12.62190 -18.02260 -11.93559 -0.11
H 11.27859 -17.80245 -10.84059 -0.09
H 11.52498 -19.34947 -11.61937 -0.10
H 12.69198 -18.85992 -10.40332 -0.06
C 13.60701 -12.65424 -4.03740 -1.13
C 12.52368 -11.68698 -4.37695 -0.44
C 11.85356 -11.84328 -5.78942 -0.32
C 11.18719 -13.12401 -5.91782 0.24
N 10.68559 -14.19674 -6.06102 -0.47
H 13.32210 -13.70487 -3.98175 0.36
H 14.12177 -12.32009 -3.13658 0.32
H 14.36133 -12.58532 -4.82121 0.29
H 12.93841 -10.69010 -4.22756 0.32
H 11.66403 -11.78218 -3.71360 0.29
H 12.51271 -11.86883 -6.65716 0.27
H 11.14347 -11.01969 -5.86397 0.28
C 5.02888 -21.48045 -18.62026 -1.07
C 6.41068 -20.80298 -18.56414 -0.43
C 7.52151 -21.45612 -17.72439 -0.34
C 7.44947 -21.47158 -16.27321 0.20
N 7.44888 -21.41877 -15.06794 -0.47
H 4.31304 -21.03983 -19.31418 0.34
H 4.57529 -21.70923 -17.65589 0.31
H 5.31051 -22.41141 -19.11230 0.30
H 6.25425 -19.81249 -18.13686 0.31
H 6.86257 -20.56789 -19.52780 0.31
H 8.48837 -20.98825 -17.90982 0.29
H 7.59410 -22.50136 -18.02490 0.27
C 17.82332 -14.29680 -13.50702 -1.03
C 16.61885 -13.31761 -13.20521 -0.35
C 16.97109 -12.10528 -12.28049 -0.39
C 17.75675 -12.24193 -11.04856 0.20
N 18.43963 -12.44135 -10.10539 -0.44
H 18.39879 -13.96154 -14.36988 0.27
H 17.70738 -15.36216 -13.70617 0.31
H 18.47346 -14.24837 -12.63348 0.29
H 15.81899 -13.91079 -12.76197 0.28
H 16.16995 -12.92684 -14.11838 0.30
H 16.02891 -11.63822 -11.99367 0.30
H 17.64009 -11.41580 -12.79542 0.24
C 18.13864 -20.16713 -7.77091 -1.07
C 18.33395 -19.04737 -6.71892 -0.51
C 17.22732 -17.99118 -6.74445 -0.36
C 15.93891 -18.64062 -6.37653 0.20
N 14.92726 -19.06902 -6.08061 -0.44
H 19.04191 -20.77560 -7.81536 0.32
H 18.11670 -19.72842 -8.76849 0.29
H 17.23244 -20.70025 -7.48337 0.36
H 19.26522 -18.50628 -6.88645 0.32
H 18.42731 -19.52987 -5.74600 0.31
H 17.09182 -17.66967 -7.77711 0.23
H 17.31146 -17.05128 -6.19892 0.34
C 8.99334 -15.10473 -17.40739 -1.07
C 8.78370 -15.60720 -15.95037 -0.48
C 7.47499 -15.04185 -15.37780 -0.34
C 7.11726 -15.76351 -14.06748 0.07
N 6.88277 -16.38648 -13.16446 -0.39
H 8.18886 -15.40693 -18.07793 0.32
H 9.92153 -15.55562 -17.75850 0.32
H 9.03073 -14.03054 -17.22629 0.31
H 9.61541 -15.28784 -15.32237 0.30
H 8.75342 -16.69591 -15.90682 0.38
H 6.61480 -15.33038 -15.98190 0.27
H 7.54218 -14.00110 -15.06088 0.31
N 14.04779 -20.90314 -15.82989 0.00
C 14.92824 -20.52931 -16.81338 -0.29
C 14.86884 -21.50067 -17.80245 -0.34
C 14.32380 -22.63565 -17.34667 -0.20
C 13.70399 -22.26179 -16.11769 -0.37
H 13.65543 -20.34507 -15.08510 0.22
H 15.35495 -19.54405 -16.69679 0.40
H 15.30816 -21.50123 -18.78907 0.37
H 14.32825 -23.57526 -17.87913 0.39
H 13.24538 -22.81189 -15.30931 0.39
```

For the HOMO energy, the calculation gives -10.798 eV. The value obtained for the HOMO-LUMO gap is 1.62 eV. The energy comes out at -1562.98730 a.u. Its net charge is +1.